Run i
Here is 4 unconnected molecules or ions with the total composition C3H10O4 from the Open Molecules 2025 dataset. Energies are from wB97M-V/def2-TZVPD.

## Properties
- E_LUMO: -5.15 eV
- E_HOMO: -8.213 eV
- Kohn-Sham gap: 3.1 eV

Last column: Mulliken charge in e.
Geometry (Å):
O1 -0.70 -0.59 1.22  -0.4461
O2 1.82 1.54 0.39  -0.6375
H1 -2.38 -1.74 0.02  0.3173
C1 -2.80 -0.89 -0.53  -0.8602
H2 -0.79 1.44 1.08  0.3650
C2 -1.19 0.48 0.73  0.0199
H3 2.43 -1.27 -0.04  0.4184
H4 -3.88 -0.82 -0.34  0.3451
H5 -2.77 -1.04 -1.61  0.3232
H6 2.01 2.44 0.74  0.2629
O3 1.62 -1.72 -0.10  -0.6104
C3 -2.25 0.45 -0.20  0.0280
H7 0.95 -0.99 0.07  0.2932
H8 -2.90 1.24 -0.32  0.4166
H9 4.51 0.31 -0.74  0.2180
O4 3.60 0.08 -0.42  -0.8414
H10 2.73 1.07 0.03  0.3879

=====

Run ii
Here is 3 unconnected molecules or ions with the total composition C3H10O4 from the Open Molecules 2025 dataset. Energies are from wB97M-V/def2-TZVPD.

## Properties
- E_LUMO: 0.55 eV
- E_HOMO: -9.771 eV
- SMILES: O=CCCO.O.O
- Kohn-Sham gap: 10.3 eV

Last column: Mulliken charge in e.
Geometry (Å):
H1 2.31 -0.68 -2.40  0.3220
H2 -0.44 -0.90 0.75  0.4570
O1 1.99 1.79 0.61  -0.5068
H3 -1.74 -3.06 1.62  0.3082
H4 -0.28 1.91 1.51  0.3064
H5 -1.09 2.20 0.14  0.4735
O2 -1.52 -0.19 -0.72  -0.5075
H6 1.24 0.94 -0.97  0.3362
O3 -1.80 -2.55 0.84  -0.6144
C1 -0.36 1.40 0.44  -1.0315
C2 -0.99 0.07 0.58  -0.2088
H7 -2.18 -1.75 0.84  0.3338
C3 1.05 1.38 -0.05  0.1674
H8 -1.43 0.67 -1.29  0.3227
O4 2.10 -0.94 -1.47  -0.7005
H9 -1.95 0.14 1.24  0.1762
H10 1.13 -1.36 -1.30  0.3661

=====

Tell me which of them is the most stable. Sure, it is run ii.

=====

Run i
Here is 4 unconnected molecules or ions with the total composition C16H24O12 from the Open Molecules 2025 dataset. Energies are from wB97M-V/def2-TZVPD.

## Properties
- E_LUMO: 0.34 eV
- E_HOMO: -10.920 eV
- SMILES: C[C@H]1COC(=O)O1.C[C@H]1COC(=O)O1.C[C@H]1COC(=O)O1.C[C@H]1COC(=O)O1
- Kohn-Sham gap: 11.3 eV

Last column: Mulliken charge in e.
Geometry (Å):
H1 -0.90 -2.21 1.00  0.0200
C1 -0.15 -1.54 -0.96  0.3815
C2 1.44 2.21 1.33  -1.1932
C3 2.92 2.45 1.20  0.4480
C4 0.84 3.48 -3.45  0.4206
H2 1.89 4.26 -1.65  -0.0844
C5 -3.77 -6.01 2.21  -0.4470
H3 1.14 0.11 -0.46  -0.1593
O1 -3.16 -0.20 -1.95  -0.5436
C6 -5.14 -4.74 3.99  -1.2757
C7 3.52 2.32 -0.22  -0.0436
C8 4.06 4.38 0.64  0.6634
H4 -5.95 -5.00 3.31  0.3374
H5 4.14 1.44 -0.28  0.4209
H6 -3.58 -7.08 2.11  0.2657
O2 4.28 3.52 -0.37  -0.3894
C9 1.17 -0.84 -1.00  -1.0503
O3 4.54 5.46 0.74  -0.5251
H7 -0.51 -0.52 0.95  -0.0104
C10 1.59 4.55 -2.65  -0.1941
H8 0.10 3.93 -4.11  0.4099
O4 -2.65 -5.29 1.71  -0.3425
H9 1.07 5.51 -2.66  0.3360
H10 -5.52 -4.92 5.00  0.3175
H11 0.97 2.92 2.00  0.5331
C11 -2.23 -0.64 -1.36  0.6415
O5 -2.73 -4.73 3.85  -0.3906
C12 -1.99 -4.69 2.71  0.6853
O6 -1.01 -0.84 -1.90  -0.3516
H12 1.25 1.22 1.76  0.2507
H13 1.59 -0.76 -2.00  0.4344
C13 0.22 2.37 -2.65  -0.9504
O7 -2.25 -1.01 -0.06  -0.3551
O8 3.83 3.70 -5.11  -0.5335
H14 1.93 -1.41 -0.44  0.4716
H15 3.61 1.94 1.87  0.4241
O9 2.78 4.77 -3.42  -0.3537
H16 -3.77 -6.40 4.35  0.3273
H17 2.81 2.30 -1.05  -0.1907
H18 -0.40 2.79 -1.84  0.3602
H19 -4.64 -5.80 1.59  0.2752
C14 -3.90 -5.55 3.68  0.4636
H20 0.94 1.77 -2.09  -0.2654
H21 -4.91 -3.68 3.91  0.3459
O10 1.87 2.94 -4.29  -0.4044
H22 -0.42 1.72 -3.23  0.4969
C15 -0.93 -1.33 0.35  0.2449
H23 0.94 2.26 0.36  0.0934
C16 2.92 3.80 -4.35  0.6820
H24 -0.12 -2.60 -1.20  0.2963
O11 -0.92 -4.19 2.63  -0.5658
O12 3.18 3.85 1.52  -0.4275

=====

Run ii
Here is 4 unconnected molecules or ions with the total composition C16H24O12 from the Open Molecules 2025 dataset. Energies are from wB97M-V/def2-TZVPD.

## Properties
- E_LUMO: -0.06 eV
- E_HOMO: -10.757 eV
- SMILES: C[C@H]1COC(=O)O1.C[C@H]1COC(=O)O1.C[C@H]1COC(=O)O1.C[C@H]1COC(=O)O1
- Kohn-Sham gap: 10.7 eV

Last column: Mulliken charge in e.
Geometry (Å):
C1 7.56 -0.34 0.35  0.6421
O1 6.59 -0.97 -0.33  -0.4060
H1 6.02 2.09 -0.74  0.2911
C2 -6.06 2.06 -0.61  0.6331
C3 1.25 1.84 -2.13  -1.4246
H2 0.80 -0.16 -0.42  -0.0742
H3 -6.74 4.10 -0.19  0.2763
O2 -2.51 1.96 0.02  -0.5151
H4 -7.00 0.64 -1.92  0.3595
C4 -6.76 1.63 1.52  0.6046
C5 5.98 1.23 -0.06  -0.5069
H5 5.34 1.51 0.78  0.3084
H6 2.05 1.28 -2.61  0.3345
O3 1.78 -2.95 3.06  -0.4152
H7 1.51 2.14 -1.11  0.3274
O4 -0.33 -3.17 3.66  -0.3370
O5 -6.06 1.15 0.48  -0.3595
O6 -6.72 1.25 2.63  -0.4924
O7 1.37 -3.85 5.04  -0.5138
H8 -0.18 -1.09 -1.56  0.2580
C6 0.96 -3.41 4.02  0.5674
H9 -0.75 -3.89 1.83  0.2833
H10 3.48 -0.18 -1.07  0.1216
C7 -7.13 3.08 -0.18  -0.3364
H11 4.16 -1.62 -0.40  0.2330
C8 -0.02 0.98 -2.11  0.5064
H12 1.28 -1.52 1.89  0.1942
O8 -7.61 2.62 1.06  -0.3369
H13 2.69 -3.23 0.50  0.2717
H14 1.06 2.75 -2.70  0.3992
H15 -0.18 0.63 -3.13  0.3208
C9 1.62 -3.39 0.67  -1.3415
C10 4.19 -0.53 -0.32  -1.0827
O9 8.54 -0.86 0.76  -0.5255
C11 -6.20 1.39 -1.94  -1.4765
H16 -1.10 -2.21 1.93  0.2893
H17 -5.31 0.76 -2.02  0.3233
C12 1.08 -2.60 1.87  0.6400
O10 7.31 0.98 0.40  -0.3387
H18 -7.90 3.03 -0.96  0.2700
H19 1.10 -3.34 -0.28  0.3021
H20 1.62 -4.42 1.05  0.4382
C13 -1.68 1.38 -0.59  0.5467
H21 -5.11 2.61 -0.56  0.1426
H22 5.75 -0.15 -1.85  0.3792
C14 5.57 -0.04 -0.78  0.4536
O11 -1.11 1.83 -1.74  -0.3865
H23 3.82 -0.18 0.64  0.4292
H24 -6.34 2.14 -2.71  0.3953
C15 -0.07 -0.12 -1.07  0.0146
O12 -1.26 0.12 -0.31  -0.2953
C16 -0.36 -2.96 2.24  -0.3921

=====

Tell me which of them is the most stable. Sure, it is run i.

=====

Run i
Here is a molecular structure, C3H6Cl2S from the Open Molecules 2025 dataset. Energies are from wB97M-V/def2-TZVPD.

## Properties
- E_LUMO: -0.03 eV
- E_HOMO: -6.816 eV
- Kohn-Sham gap: 6.8 eV

Last column: Mulliken charge in e.
Geometry (Å):
C1 0.19 -0.08 0.10  -0.3650
H1 0.83 0.30 0.92  0.2356
C2 -0.48 1.00 -0.69  0.5846
H2 -1.13 1.69 -2.63  0.2800
C3 -0.61 0.95 -2.00  -0.8046
Cl1 -1.04 -1.14 0.93  -0.0156
S1 0.57 -1.10 1.83  -0.4792
H3 1.84 -0.85 2.38  -0.0399
Cl2 -1.22 2.22 0.25  -0.1723
H4 0.82 -0.70 -0.56  0.3928
H5 0.47 -2.40 2.00  0.1353
H6 -0.22 0.11 -2.52  0.2481

=====

Run ii
Here is a single C3H6Cl2S molecule from the Open Molecules 2025 dataset. Energies are from wB97M-V/def2-TZVPD.

## Properties
- E_LUMO: 0.80 eV
- E_HOMO: -9.360 eV
- SMILES: SC[C@@H](Cl)CCl
- Kohn-Sham gap: 10.2 eV

Last column: Mulliken charge in e.
Geometry (Å):
H1 -0.73 -0.44 1.47  0.4492
H2 1.46 0.42 1.23  0.2499
C1 -0.02 0.48 -0.42  -0.0055
H3 1.83 1.69 0.16  0.3689
H4 0.05 0.14 -1.47  0.3550
H5 0.09 -1.43 0.24  0.2599
S1 -2.00 -1.31 -0.64  -0.2080
Cl1 -0.94 2.03 -0.57  -0.1988
C2 -0.65 -0.63 0.40  -0.6941
H6 -2.95 -1.00 0.18  0.1226
Cl2 2.48 -0.58 -0.69  -0.1842
C3 1.40 0.64 0.11  -0.5148

=====

Tell me which of them is the most stable. Sure, it is run ii.